{"formula": "CH6N4O", "method": "wB97M-V/def2-TZVPD", "species": ["H", "N", "C", "N", "N", "N", "O", "H", "H", "H", "H", "H"], "coordinates": [[-0.8091, 1.4336, -0.0395], [0.2026, 1.3044, -0.1164], [0.0721, -0.0533, -0.0999], [-1.1775, -0.6831, -0.2559], [-2.3920, 0.0377, 0.2358], [1.1938, -0.7606, 0.2027], [2.3071, 0.1019, 0.0772], [-1.1312, -1.7541, 0.0849], [-2.9078, 0.2224, -0.5599], [-2.1458, 0.9308, 0.7154], [1.4659, -1.5967, -0.4247], [1.8494, 0.9794, -0.2585]], "nbo_charge": [0.33, -0.81, 0.51, -0.49, -0.63, -0.32, -0.57, 0.39, 0.36, 0.35, 0.38, 0.50], "e_homo_ev": -9.389, "homo_lumo_gap_ev": 10.2}



{"formula": "C16H29N3S", "method": "wB97M-V/def2-TZVPD", "species": ["C", "C", "C", "N", "C", "S", "N", "N", "C", "C", "C", "C", "C", "C", "C", "C", "C", "C", "C", "C", "H", "H", "H", "H", "H", "H", "H", "H", "H", "H", "H", "H", "H", "H", "H", "H", "H", "H", "H", "H", "H", "H", "H", "H", "H", "H", "H", "H", "H"], "coordinates": [[3.6462, -0.7998, -0.7106], [4.0123, 0.3011, 0.2813], [5.3605, 1.1006, 0.1845], [3.9004, -0.2932, 1.6354], [2.9036, -0.2878, 2.5298], [3.2119, -0.9933, 3.9621], [1.5394, -0.1815, 2.2232], [0.9222, 0.3761, 1.1214], [-0.3768, 0.5345, 1.3296], [-1.2031, 0.0701, 2.5980], [-2.3960, 1.0390, 2.7502], [-3.1146, 1.1747, 1.4497], [-2.3331, 1.9458, 0.4725], [-1.1806, 1.0125, 0.0911], [-1.7195, -0.2431, -0.6741], [-0.4839, -0.7948, -1.5079], [-0.7226, -1.6766, -2.6613], [-1.9633, -1.4490, -3.4520], [-3.1996, -1.1409, -2.5183], [-2.8906, 0.1116, -1.7028], [4.4900, -0.9678, -1.3727], [2.8422, -0.3926, -1.3418], [3.2349, -1.6816, -0.2966], [3.1855, 1.0723, 0.2421], [5.4943, 1.7303, -0.7382], [6.1561, 0.3756, 0.1802], [5.5907, 1.6993, 1.1147], [4.8103, -0.3837, 2.0548], [0.9022, -0.7025, 2.8171], [-1.6790, -0.9063, 2.4764], [-0.6165, 0.0555, 3.4861], [-2.3048, 2.0287, 3.1230], [-3.1125, 0.5607, 3.3928], [-3.3579, 0.1107, 1.0894], [-4.0875, 1.6016, 1.6251], [-2.9897, 2.3612, -0.3414], [-1.8483, 2.7906, 0.9431], [-0.4949, 1.6343, -0.4310], [-2.0586, -1.0030, -0.0833], [0.4328, -1.3136, -1.0599], [-0.1391, 0.1348, -1.9108], [-0.8663, -2.7639, -2.3666], [0.1318, -1.6328, -3.3315], [-2.0897, -2.2661, -4.1474], [-1.7024, -0.5083, -4.0461], [-4.0467, -0.8147, -3.0859], [-3.3705, -2.0603, -1.9327], [-2.6838, 0.9667, -2.3516], [-3.7356, 0.4686, -1.1093]], "nbo_charge": [-0.63, -0.05, -0.63, -0.58, 0.27, -0.26, -0.47, -0.26, 0.28, -0.50, -0.39, -0.40, -0.40, -0.26, -0.18, -0.41, -0.39, -0.38, -0.41, -0.40, 0.21, 0.22, 0.23, 0.21, 0.23, 0.20, 0.23, 0.41, 0.40, 0.23, 0.23, 0.21, 0.21, 0.19, 0.21, 0.22, 0.20, 0.23, 0.19, 0.23, 0.19, 0.18, 0.21, 0.21, 0.18, 0.21, 0.20, 0.20, 0.21], "e_homo_ev": -7.799, "homo_lumo_gap_ev": 8.5}



{"formula": "C35H30AsCrF2N2O2", "method": "wB97M-V/def2-TZVPD", "species": ["Cr", "O", "C", "C", "C", "C", "C", "C", "C", "N", "C", "C", "N", "C", "C", "C", "C", "C", "C", "C", "O", "H", "H", "H", "H", "H", "H", "H", "H", "H", "H", "H", "H", "H", "H", "C", "C", "C", "C", "C", "C", "As", "C", "C", "C", "C", "C", "C", "C", "C", "C", "C", "C", "C", "H", "H", "H", "H", "H", "H", "H", "H", "H", "H", "H", "H", "H", "H", "H", "F", "C", "F", "H"], "coordinates": [[-3.1125, -0.0137, -0.5703], [-4.2901, -1.1089, -1.4640], [-4.4193, -2.4207, -1.5589], [-5.3761, -2.9456, -2.4427], [-5.5282, -4.3053, -2.5847], [-4.7507, -5.2022, -1.8427], [-3.8290, -4.7003, -0.9584], [-3.6466, -3.3170, -0.8007], [-2.7033, -2.8537, 0.1841], [-2.4545, -1.6264, 0.4371], [-1.4550, -1.3140, 1.4568], [-1.8135, 0.0127, 2.0959], [-2.3566, 0.9033, 1.0612], [-2.2568, 2.1702, 1.2644], [-2.7149, 3.1958, 0.3764], [-2.4842, 4.5420, 0.7237], [-2.8853, 5.5656, -0.0916], [-3.5406, 5.2556, -1.2960], [-3.7792, 3.9561, -1.6623], [-3.3701, 2.8882, -0.8346], [-3.6157, 1.6612, -1.2084], [-5.9725, -2.2437, -3.0111], [-6.2646, -4.6873, -3.2812], [-4.8793, -6.2689, -1.9650], [-3.2178, -5.3680, -0.3605], [-2.1895, -3.6208, 0.7665], [-0.4845, -1.2549, 0.9676], [-1.4137, -2.1013, 2.2133], [-0.9317, 0.4619, 2.5545], [-2.5729, -0.1306, 2.8681], [-1.7642, 2.5032, 2.1782], [-1.9800, 4.7504, 1.6620], [-2.7051, 6.5969, 0.1798], [-3.8611, 6.0598, -1.9474], [-4.2831, 3.7052, -2.5865], [6.7057, -2.4186, 1.6983], [6.2780, -1.1257, 1.9781], [5.0278, -0.6988, 1.5550], [4.1898, -1.5582, 0.8456], [4.6219, -2.8544, 0.5816], [5.8767, -3.2833, 1.0012], [2.4250, -1.0583, 0.1633], [2.9404, 0.1441, -1.2837], [3.7265, 1.2797, -1.1049], [4.0641, 2.0784, -2.1871], [3.6180, 1.7476, -3.4613], [2.8330, 0.6193, -3.6468], [2.4927, -0.1775, -2.5602], [1.9519, 0.2479, 1.5409], [1.4231, 1.4956, 1.2183], [1.0009, 2.3616, 2.2206], [1.0870, 1.9870, 3.5552], [1.6029, 0.7388, 3.8839], [2.0314, -0.1227, 2.8826], [7.6821, -2.7492, 2.0294], [6.9200, -0.4495, 2.5290], [4.6983, 0.3050, 1.7942], [3.9778, -3.5379, 0.0408], [6.2007, -4.2935, 0.7847], [4.0756, 1.5518, -0.1165], [4.6742, 2.9604, -2.0351], [3.8810, 2.3712, -4.3065], [2.4758, 0.3607, -4.6356], [1.8558, -1.0428, -2.7058], [1.3337, 1.7965, 0.1828], [0.6040, 3.3332, 1.9497], [0.7619, 2.6660, 4.3337], [1.6758, 0.4362, 4.9213], [2.4420, -1.0889, 3.1570], [-1.0496, -1.4205, -2.0100], [-1.4144, -0.1389, -1.6667], [-0.2883, 0.3798, -1.0462], [-1.5009, 0.4132, -2.6032]], "mulliken_spin": [1.11, 0.01, 0.00, 0.00, 0.00, 0.00, 0.00, 0.00, -0.02, -0.02, -0.01, -0.01, -0.01, 0.00, 0.00, 0.00, 0.00, 0.00, 0.01, 0.00, 0.01, 0.00, 0.00, 0.00, 0.00, 0.00, 0.01, 0.00, 0.00, 0.00, 0.00, 0.00, 0.00, 0.00, 0.00, 0.00, 0.00, 0.00, 0.00, 0.00, 0.00, 0.00, 0.00, 0.00, 0.00, 0.00, 0.00, 0.00, 0.00, 0.00, 0.00, 0.00, 0.00, 0.00, 0.00, 0.00, 0.00, 0.00, 0.00, 0.00, 0.00, 0.00, 0.00, 0.00, 0.00, 0.00, 0.00, 0.00, 0.00, 0.00, -0.06, -0.01, 0.00], "s2": 0.764, "spin_multiplicity": 2, "e_homo_ev": [-7.915, -7.491], "homo_lumo_gap_ev": [8.1, 7.7]}



{"formula": "C8H6NO", "method": "wB97M-V/def2-TZVPD", "species": ["C", "C", "C", "C", "C", "C", "C", "C", "N", "O", "H", "H", "H", "H", "H", "H"], "coordinates": [[3.6555, 1.4777, -0.7137], [-1.8903, -1.4603, -0.5851], [-0.7004, -1.1122, -1.2118], [-2.2295, -0.9179, 0.7314], [0.1255, -0.1388, -0.7656], [-1.3385, -0.0767, 1.3138], [-0.2841, 0.5052, 0.5741], [0.5801, 1.4440, 1.0873], [2.6160, 1.0920, -0.5207], [1.2026, 2.3536, 1.4050], [4.6120, 1.9139, -0.7893], [-2.3488, -2.3619, -1.0080], [-0.5113, -1.7294, -2.1162], [-3.1107, -1.3361, 1.2443], [1.1625, 0.1453, -1.0384], [-1.5408, 0.2016, 2.3929]], "nbo_charge": [0.23, -0.03, -0.26, -0.22, -0.03, -0.09, -0.36, 0.93, -0.44, -0.29, 0.26, 0.25, 0.26, 0.26, 0.29, 0.26], "charge": 1, "e_homo_ev": -14.274, "homo_lumo_gap_ev": 8.7}



{"formula": "C36H36BrCl5FN4O3Sr", "method": "wB97M-V/def2-TZVPD", "species": ["Sr", "C", "C", "C", "C", "C", "C", "C", "C", "C", "C", "C", "C", "N", "C", "C", "C", "C", "C", "C", "F", "H", "H", "H", "H", "H", "H", "H", "H", "H", "H", "H", "H", "H", "H", "H", "H", "H", "H", "H", "H", "H", "Br", "C", "C", "C", "C", "C", "C", "C", "C", "C", "C", "H", "H", "H", "H", "H", "H", "Cl", "C", "Cl", "H", "H", "Cl", "C", "Cl", "Cl", "C", "O", "O", "C", "N", "C", "C", "C", "N", "C", "O", "N", "H", "H", "H", "H", "H", "H", "H"], "coordinates": [[-0.1736, 0.6047, -1.0480], [0.1868, -1.8670, -5.5904], [-0.2330, -2.4984, -4.2622], [0.0309, -4.0067, -4.2973], [-1.6834, -2.2058, -3.9191], [-2.6405, -2.2760, -4.9228], [-3.9813, -2.0426, -4.6607], [-4.3698, -1.7525, -3.3672], [-3.4448, -1.6908, -2.3294], [-3.9327, -1.4238, -0.9211], [-4.6470, -0.0760, -0.7981], [-4.8352, -2.5606, -0.4336], [-2.0804, -1.9087, -2.5927], [-1.1135, -1.7835, -1.5654], [-0.7457, -2.9170, -0.9450], [-1.3417, -4.1979, -1.0476], [-0.8687, -5.2812, -0.3174], [0.2068, -5.1714, 0.5495], [0.8274, -3.9239, 0.6801], [0.3488, -2.8723, -0.0454], [0.9618, -1.6451, 0.0795], [1.2719, -1.9434, -5.7141], [-0.0931, -0.8160, -5.6321], [-0.2676, -2.3835, -6.4408], [0.3716, -2.0624, -3.4664], [-0.6080, -4.4880, -5.0440], [-0.1699, -4.4682, -3.3306], [1.0719, -4.2117, -4.5641], [-2.3293, -2.5114, -5.9346], [-4.7151, -2.0887, -5.4567], [-5.4164, -1.5696, -3.1486], [-3.0363, -1.3882, -0.2994], [-5.5679, -0.0724, -1.3893], [-4.0202, 0.7372, -1.1609], [-4.9180, 0.1175, 0.2429], [-5.7157, -2.6536, -1.0749], [-5.1952, -2.3695, 0.5797], [-4.3109, -3.5191, -0.4494], [-2.1835, -4.3264, -1.7171], [-1.3668, -6.2375, -0.4364], [0.5646, -6.0220, 1.1135], [1.6743, -3.7672, 1.3370], [1.7516, 0.4234, 2.2019], [1.5727, 2.2822, 2.6096], [2.4896, 2.8182, 3.4651], [2.3684, 4.1719, 3.8450], [1.3248, 4.9128, 3.3766], [0.3627, 4.3550, 2.4961], [-0.7304, 5.1277, 2.0467], [-1.6489, 4.5684, 1.2040], [-1.4875, 3.2414, 0.7519], [-0.4423, 2.4102, 1.1219], [0.4758, 3.0015, 2.0488], [3.2879, 2.2067, 3.8640], [3.0968, 4.6046, 4.5200], [1.2102, 5.9484, 3.6796], [-0.8233, 6.1544, 2.3843], [-2.4959, 5.1556, 0.8632], [-2.2433, 2.8807, 0.0553], [-4.4229, -1.5158, 3.0731], [-2.7778, -1.8992, 2.5046], [-1.7998, -0.4522, 2.2717], [-2.8698, -2.4357, 1.5677], [-2.3216, -2.5212, 3.2654], [-3.5789, 4.0467, -3.4590], [-2.1425, 3.1835, -4.0304], [-1.0957, 4.3255, -4.9071], [-2.6200, 1.8819, -5.1290], [-1.4079, 2.5599, -2.7933], [-0.2891, 2.9679, -2.4675], [-2.0498, 1.6395, -2.2425], [2.2044, 1.8237, -5.3123], [2.8161, 1.5041, -4.0256], [4.0835, 1.8471, -3.7029], [4.5858, 1.5926, -2.4780], [3.6981, 0.9979, -1.5202], [2.4654, 0.6460, -1.8287], [2.0118, 0.8419, -3.1021], [0.8871, 0.4862, -3.4252], [4.1336, 0.7865, -0.2685], [2.9150, 2.4004, -5.9006], [1.2990, 2.4041, -5.1415], [1.9406, 0.9072, -5.8367], [4.6520, 2.3394, -4.4800], [5.5958, 1.8684, -2.2183], [4.9968, 1.2052, 0.0248], [3.4623, 0.5372, 0.4490]], "nbo_charge": [1.80, -0.60, -0.26, -0.60, 0.05, -0.25, -0.22, -0.22, -0.02, -0.25, -0.61, -0.61, 0.14, -0.82, 0.21, -0.36, -0.19, -0.32, -0.27, 0.30, -0.38, 0.19, 0.22, 0.19, 0.23, 0.19, 0.23, 0.19, 0.19, 0.20, 0.20, 0.21, 0.19, 0.24, 0.20, 0.20, 0.21, 0.21, 0.22, 0.20, 0.20, 0.22, 0.02, -0.03, -0.29, -0.24, -0.20, 0.02, -0.27, -0.20, -0.29, -0.45, -0.17, 0.21, 0.20, 0.20, 0.19, 0.20, 0.20, -0.06, -0.40, 0.01, 0.23, 0.22, 0.02, -0.20, 0.00, 0.03, 0.73, -0.73, -0.80, -0.40, -0.40, 0.13, -0.40, 0.47, -0.63, 0.77, -0.68, -0.76, 0.19, 0.25, 0.22, 0.21, 0.22, 0.39, 0.43], "charge": -1, "e_homo_ev": -4.175, "homo_lumo_gap_ev": 6.3}



{"formula": "C7H12Si", "method": "wB97M-V/def2-TZVPD", "species": ["C", "C", "C", "C", "C", "C", "C", "Si", "H", "H", "H", "H", "H", "H", "H", "H", "H", "H", "H", "H"], "coordinates": [[-1.7898, 0.5570, -0.3251], [-1.1493, 1.2587, -1.2407], [-1.0987, -0.4851, 0.4768], [0.0792, -0.8648, 0.0710], [-1.8431, -1.0023, 1.6423], [1.0796, -1.7870, 0.6913], [1.9223, 1.9902, -0.8612], [0.5943, 0.9513, -1.7890], [-2.7491, 0.7095, -0.1199], [-1.7234, 1.9305, -1.7684], [-1.3650, -1.8951, 2.1670], [-2.7750, -1.2743, 1.3432], [-1.9575, -0.1402, 2.3631], [0.9562, -1.7738, 1.7564], [2.0700, -1.3341, 0.5717], [0.9996, -2.8304, 0.2584], [1.5751, 3.0010, -1.0117], [1.6255, 1.9389, 0.2071], [3.0665, 1.7973, -1.0275], [0.6592, 0.4968, -3.1802]], "nbo_charge": [-0.10, -0.68, -0.21, -0.06, -0.62, -0.70, -1.11, 1.23, 0.18, 0.21, 0.21, 0.21, 0.21, 0.20, 0.22, 0.22, 0.24, 0.26, 0.26, -0.16], "e_homo_ev": -7.667, "homo_lumo_gap_ev": 8.3}